Entry 1:
C9H23GeNO4RuS2Se2Si | ωB97M-V/def2-TZVPD

Properties
HOMO energy (alpha / beta) ... -5.198 / -5.076 eV
LUMO (alpha / beta) ... 2.3 / 1.5 eV
Calculated total energy ... -238730.122 eV
Net charge ... -1
Max |F| ... 0.013 hartree/bohr
Frontier orbital gap (alpha / beta) ... 7.53 / 6.56 eV
Relative energy (zero: lowest compared OMol25 entry of this formula, charge and spin) ... 0.0 kJ/mol
2S+1 ... 2

```
44
Properties=species:S:1:pos:R:3:forces:R:3
Ru -0.11536 0.79060 -0.44867 0.5 -0.2 0.4
O 2.86243 2.89483 0.69437 0.0 0.0 0.0
S 1.77164 2.09260 0.24810 -0.2 0.2 0.0
O 2.11002 0.67479 -0.16026 -0.2 0.2 0.2
O 0.65065 1.87912 1.25163 0.0 0.0 0.0
O 1.00709 2.60602 -0.95464 0.0 0.0 -0.1
S -0.94603 -1.61850 -4.53057 -0.1 0.0 0.0
C -0.69617 -0.77236 -3.15889 0.2 0.0 -0.1
N -0.45131 -0.20378 -2.17326 -0.1 0.2 0.0
C 3.53197 -2.26391 0.54472 0.0 0.0 0.1
Ge 2.42114 -2.50478 -1.04107 0.0 0.0 -0.2
C 2.71946 -1.15337 -2.40131 -0.1 0.1 -0.1
C 2.77809 -4.28664 -1.79399 0.0 0.0 0.0
C 0.52127 -2.62063 -0.50406 0.0 -0.1 0.0
Se -0.03044 -1.31156 0.80666 -0.3 -0.1 -0.1
C -1.83599 -1.98297 1.04674 0.0 0.0 0.0
H 4.58249 -2.39465 0.27951 0.0 0.0 0.0
H 3.27525 -3.00499 1.30335 0.0 0.0 0.0
H 3.39005 -1.26477 0.95808 0.0 0.0 0.0
H 3.75721 -1.20357 -2.73489 0.0 0.0 0.0
H 2.51989 -0.15610 -2.00225 0.1 -0.3 -0.2
H 2.06160 -1.32820 -3.25425 0.0 -0.1 0.0
H 3.80697 -4.34565 -2.15344 0.0 0.0 0.0
H 2.11232 -4.48842 -2.63452 0.0 0.0 0.0
H 2.63377 -5.06437 -1.04206 0.0 0.0 0.0
H 0.35828 -3.60315 -0.05385 0.0 0.0 0.0
H -0.12714 -2.50399 -1.37155 0.0 -0.1 0.0
H -1.77357 -2.98149 1.47694 0.0 0.0 0.0
H -2.33714 -1.99523 0.08330 0.0 0.0 0.0
H -2.35280 -1.30295 1.71813 0.0 0.0 0.0
C -2.07269 2.15862 2.93934 0.0 0.0 0.0
Si -2.62649 2.79101 1.26716 0.0 0.0 0.0
C -1.68635 4.32073 0.76413 0.0 0.0 0.0
C -4.46346 3.18227 1.36846 0.0 0.0 0.0
Se -2.45828 1.16483 -0.33459 0.0 0.0 0.1
H -2.17741 2.94874 3.68931 0.0 0.0 0.0
H -1.02749 1.85496 2.90463 0.0 0.0 0.0
H -2.68455 1.31044 3.25703 0.0 0.0 0.0
H -1.79017 5.10359 1.52123 0.0 0.0 0.0
H -2.06171 4.70440 -0.18642 0.0 0.0 0.0
H -0.62884 4.08758 0.64244 0.0 0.0 0.0
H -4.65187 3.96185 2.11202 0.0 0.0 0.0
H -5.03572 2.29641 1.65165 0.0 0.0 0.0
H -4.84062 3.53261 0.40564 0.0 0.0 0.0
```
Forces are in eV/Å.

Here are the natural (NBO) charges for atoms 1 to 5, given in e:
1 Ru 0.614
2 O -0.941
3 S 2.529
4 O -0.976
5 O -0.954


Entry 2:
C25H46BBrFNO8S | ωB97M-V/def2-TZVPD

Properties
HOMO energy ... -10.066 eV
LUMO ... 0.2 eV
SMILES ... CCB(O)[C@H]1[C@](CCCCOC(C)=O)(CCC(N)=O)OS(=O)(=O)[C@@H](C[C@H](C)Br)[C@]1(CCCOC)C[C@@H](C)F
Calculated total energy ... -128813.572 eV
Max |F| ... 0.050 hartree/bohr
Frontier orbital gap ... 10.22 eV
2S+1 ... 1

```
84
Properties=species:S:1:pos:R:3:forces:R:3
C 1.41183 2.76688 -1.42625 -0.1 0.0 -0.7
C 0.85865 1.39986 -1.89115 0.5 0.7 0.2
B 0.89490 0.19179 -0.87037 -0.1 -0.1 -0.3
O 1.57218 -0.92506 -1.31238 0.0 0.1 0.7
C 0.22593 -0.02826 0.56746 -0.7 0.0 0.0
C 1.09711 0.30525 1.80935 0.4 0.3 0.3
C 2.38179 1.12471 1.58797 0.5 -0.1 0.2
C 3.73263 0.41923 1.42890 0.4 0.2 -0.3
C 4.07619 -0.03794 0.00837 0.1 0.6 0.5
C 5.53241 0.17293 -0.33875 0.2 -0.3 0.5
O 5.75518 0.12192 -1.75577 -0.6 -0.2 -0.6
C 4.92868 -0.75696 -2.41476 -1.3 0.9 -1.2
C 5.24299 -2.21861 -2.20792 0.1 0.8 0.2
O 4.02604 -0.34619 -3.14848 1.9 -0.9 1.6
C 1.37107 -0.95108 2.64140 0.2 0.3 0.0
C 1.95853 -2.12411 1.85595 -0.9 -0.2 0.0
C 1.17844 -3.40182 2.11012 -0.7 -0.8 1.2
N 0.89694 -4.20574 0.98521 1.0 0.5 0.0
O 0.80281 -3.73396 3.22919 0.6 0.4 -1.4
O 0.32944 1.10387 2.80799 -0.1 0.1 -0.7
S -0.42284 2.40242 2.32459 -1.0 1.2 1.1
O -1.15906 2.86939 3.46193 0.2 -0.5 -0.1
O 0.45457 3.36780 1.72654 0.4 -0.6 -0.4
C -1.61394 1.78724 1.13148 0.3 -0.4 -0.8
C -1.83201 2.80273 0.00884 -0.2 0.5 0.5
C -3.31028 3.04022 -0.30950 0.6 0.5 -0.5
C -3.45509 3.76255 -1.65657 -0.2 0.1 0.6
Br -4.02283 4.21706 1.09901 -0.3 -0.4 0.1
C -1.29561 0.32395 0.70995 0.0 0.0 0.3
C -2.01039 -0.00633 -0.60150 -0.3 -0.4 -0.2
C -1.88069 -1.45281 -1.10173 0.2 0.2 -0.5
C -3.06355 -1.90645 -1.96275 0.6 -0.3 -0.3
O -3.67299 -0.80711 -2.59925 -0.1 0.1 0.4
C -5.03714 -0.97265 -2.89430 -0.3 0.1 -0.3
C -1.88668 -0.57716 1.82529 -0.4 0.0 0.1
C -3.41160 -0.58609 1.95121 0.0 -0.3 0.5
C -4.10652 -1.87628 1.52700 -0.1 0.4 -0.1
F -3.70200 -0.40988 3.31836 0.0 0.1 0.1
H 1.43490 3.42319 -2.29449 0.0 0.2 -0.1
H 0.81345 3.26923 -0.67835 0.1 -0.1 0.4
H 2.44848 2.68827 -1.11731 0.1 0.0 0.3
H 1.44982 1.14400 -2.77203 0.1 -0.3 -0.1
H -0.12985 1.57984 -2.31039 -0.3 -0.2 0.1
H 2.22514 -0.67294 -1.97320 0.0 -0.2 -0.7
H 0.12657 -1.11230 0.60555 0.3 -0.2 -0.2
H 2.28767 1.85891 0.79362 -0.2 -0.1 -0.2
H 2.50361 1.73642 2.47625 -0.2 0.0 0.3
H 3.91035 -0.36101 2.16079 -0.2 -0.2 0.1
H 4.47545 1.17460 1.68521 0.0 0.2 0.1
H 3.53492 0.62588 -0.66167 -0.2 -0.2 -0.3
H 3.78641 -1.07307 -0.13420 -0.2 -0.1 -0.3
H 5.85270 1.15648 -0.01622 0.0 0.3 -0.2
H 6.18012 -0.53692 0.18096 0.1 -0.2 -0.1
H 5.78385 -2.56098 -3.08343 -0.1 -0.2 -0.2
H 5.90323 -2.32608 -1.35526 0.0 -0.2 0.2
H 4.31487 -2.75598 -2.06937 -0.1 -0.3 -0.1
H 0.42761 -1.21765 3.10111 -0.1 -0.3 0.1
H 2.03108 -0.67451 3.45779 0.1 0.1 0.2
H 1.92860 -1.94124 0.78641 0.3 0.2 -0.1
H 2.97425 -2.34219 2.16861 0.2 0.0 -0.1
H 1.30944 -3.82170 0.14363 -0.1 0.1 -0.1
H 1.26886 -5.14042 1.09606 -0.6 -0.3 0.3
H -2.54106 1.75738 1.69234 0.0 0.1 0.4
H -1.44860 3.76146 0.34616 0.2 0.2 -0.1
H -1.29696 2.57418 -0.90229 0.1 -0.3 -0.1
H -3.88219 2.12356 -0.28110 -0.2 -0.1 0.1
H -4.35968 3.46388 -2.17299 0.0 -0.1 -0.2
H -2.57153 3.61392 -2.26678 0.0 -0.2 -0.3
H -3.54277 4.82578 -1.47007 0.1 0.2 -0.1
H -3.06572 0.24449 -0.54848 -0.2 -0.1 0.3
H -1.66536 0.60709 -1.42305 0.1 0.3 0.0
H -1.00085 -1.50318 -1.74020 0.2 -0.1 0.1
H -1.72795 -2.19762 -0.32695 0.0 0.0 0.3
H -3.76277 -2.49775 -1.37407 -0.4 0.2 0.2
H -2.66724 -2.58088 -2.72620 -0.1 -0.2 -0.1
H -5.20130 -1.12420 -3.96030 0.1 -0.1 -0.2
H -5.58450 -0.07668 -2.61084 0.0 0.2 0.1
H -5.48781 -1.81404 -2.37056 0.1 -0.1 0.2
H -1.55731 -1.60666 1.71404 0.2 -0.1 -0.1
H -1.53570 -0.26330 2.80219 0.1 0.2 0.1
H -3.87700 0.27019 1.47169 0.0 0.1 -0.2
H -3.40448 -2.66330 1.28175 0.1 -0.1 -0.2
H -4.78381 -1.66094 0.70534 0.0 -0.3 -0.3
H -4.72204 -2.22854 2.34565 -0.1 0.0 0.2
```
Forces are in eV/Å.

Here are the Löwdin charges for atoms 1 to 5, given in e:
1 C -0.088
2 C -0.114
3 B -0.453
4 O 0.123
5 C -0.044